Computed, not measured: a structure of composition C3H9N at a distorted geometry, with ωB97M-V/def2-TZVPD.

```
13
Properties=species:S:1:pos:R:3:mulliken_charge:R:1
C 1.263 -0.142 -0.405 -0.9263
C 0.240 0.449 -1.156 -0.0862
C -0.750 1.228 -0.377 -0.6713
N -0.412 -1.156 1.396 -0.6372
H 1.887 -0.771 -1.016 0.3167
H 0.515 -0.772 0.585 0.2351
H 1.805 0.534 0.256 0.3338
H 0.212 0.714 -2.222 0.4022
H -0.856 0.021 -0.611 0.2234
H -1.828 1.348 -0.311 0.3523
H -0.264 1.503 0.556 0.2913
H -1.339 -1.337 1.009 0.0778
H -0.473 -1.619 2.294 0.0886
```

The calculation puts the HOMO-LUMO gap at 7.27 eV. For the relative energy (zero: lowest compared OMol25 entry of this formula, charge and spin), the calculation gives 643.0 kJ/mol. For the LUMO energy, the calculation gives -0.3 eV. As for the highest occupied orbital energy: -7.537 eV.

---

Computed, not measured: the molecule C3H9N at a distorted geometry, with ωB97M-V/def2-TZVPD.

```
13
Properties=species:S:1:pos:R:3:mulliken_charge:R:1
C -1.219 0.974 -0.931 -1.0790
C -0.542 -0.354 -0.595 -0.4549
C 0.127 -0.440 0.766 -0.4598
N 1.548 -0.253 0.752 -0.4288
H -0.610 1.824 -0.595 0.2955
H -2.228 1.050 -0.536 0.3078
H -1.212 1.130 -2.009 0.3383
H -1.326 -1.115 -0.716 0.2519
H 0.116 -0.673 -1.411 0.3347
H -0.142 -1.391 1.216 0.3462
H -0.380 0.265 1.448 0.2404
H 1.849 0.616 0.355 0.1532
H 2.197 -0.972 0.997 0.1545
```

The calculation puts the HOMO-LUMO gap at 9.86 eV. For the relative energy (zero: lowest compared OMol25 entry of this formula, charge and spin), the calculation gives 57.6 kJ/mol. As for the structure (SMILES): CCCN. For the LUMO energy, the calculation gives 1.3 eV. As for the highest occupied orbital energy: -8.591 eV.

---

Computed, not measured: a cluster of 2 separate species, C3H9N in total at a distorted geometry, with ωB97M-V/def2-TZVPD.

```
13
Properties=species:S:1:pos:R:3:lowdin_spin:R:1
C -0.672 -2.126 1.081 0.0019
H -0.381 -2.339 2.097 0.0000
H -1.185 -2.987 0.673 0.0003
H -1.319 -1.272 0.930 0.0007
H 0.203 -1.985 0.444 0.0003
C 1.551 1.554 -0.208 0.6180
C 0.240 1.053 -0.357 0.1742
N -0.522 1.151 -1.394 0.1196
H 1.719 2.594 -0.466 0.0312
H 2.381 0.975 0.180 0.0286
H -0.294 0.607 0.489 0.0166
H -0.196 1.666 -2.209 0.0042
H -1.525 1.111 -1.260 0.0043
```

The calculation puts the HOMO-LUMO gap (alpha / beta) at 10.39 / 9.60 eV. For the relative energy (zero: lowest compared OMol25 entry of this formula, charge and spin), the calculation gives 65.2 kJ/mol. Its spin multiplicity is 2. For the LUMO energy (alpha / beta), the calculation gives -5.0 / -7.1 eV. As for the highest occupied orbital energy (alpha / beta): -15.411 / -16.693 eV. As for the expectation value of S²: 0.756. As for the net charge: +1.

---

Computed, not measured: the molecule C3H9N2 at a distorted geometry, with ωB97M-V/def2-TZVPD.

```
14
Properties=species:S:1:pos:R:3:lowdin_spin:R:1
C 1.243 -0.582 1.163 0.0608
C 0.179 0.037 0.428 0.3185
C -0.750 -0.775 -0.184 0.2939
N -1.218 -0.119 -1.451 0.0693
N 0.337 1.390 0.247 0.0699
H 1.245 -1.709 0.919 0.0059
H 2.276 -0.075 1.084 0.0261
H 0.969 -0.445 2.228 0.0177
H -1.380 -1.671 0.034 0.0494
H -1.103 0.883 -1.476 0.0053
H -0.800 -0.418 -2.300 0.0303
H -2.233 -0.339 -1.463 0.0134
H 0.164 1.984 1.076 0.0289
H 1.072 1.840 -0.306 0.0106
```

The calculation puts the HOMO-LUMO gap (alpha / beta) at 4.74 / 7.82 eV. For the relative energy (zero: lowest compared OMol25 entry of this formula, charge and spin), the calculation gives 282.3 kJ/mol. Its spin multiplicity is 2. For the LUMO energy (alpha / beta), the calculation gives 0.8 / 0.5 eV. As for the highest occupied orbital energy (alpha / beta): -3.954 / -7.294 eV. As for the expectation value of S²: 0.756.

---

Computed, not measured: a cluster of 4 separate species, C3H9N2 in total at a distorted geometry, with ωB97M-V/def2-TZVPD.

```
14
Properties=species:S:1:pos:R:3:mulliken_charge:R:1
C -2.770 0.727 1.911 -0.2948
C -1.920 0.203 2.912 0.2065
N -1.222 -0.884 2.859 -0.2675
C -0.513 -4.166 -0.887 -0.5139
N -1.142 -3.167 -0.233 -0.3863
H 0.547 -3.678 0.338 0.3082
H -3.244 1.691 2.047 0.2694
H -2.889 0.187 0.992 0.3026
H 28.383 29.551 -24.308 -0.0003
H -1.813 0.804 3.854 0.3558
H -1.373 -1.387 1.966 0.2973
H -0.756 -5.168 -0.695 0.3659
H 29.080 29.807 -24.235 0.0003
H 0.088 -3.917 -1.772 0.3568
```

The calculation puts the HOMO-LUMO gap at 3.17 eV. For the relative energy (zero: lowest compared OMol25 entry of this formula, charge and spin), the calculation gives 1122.4 kJ/mol. For the LUMO energy, the calculation gives -8.7 eV. As for the highest occupied orbital energy: -11.892 eV. As for the net charge: +1.

---

Computed, not measured: the ion C3H9N2 with charge +1 at a distorted geometry, with ωB97M-V/def2-TZVPD.

```
14
Properties=species:S:1:pos:R:3:mulliken_charge:R:1
C 1.053 -0.631 -0.940 -1.2170
C -0.076 -0.655 0.146 0.3801
C -0.560 0.865 0.494 -0.7847
N -0.921 1.431 -0.737 -0.5253
N 0.676 -1.148 1.173 -0.2543
H 1.345 -1.637 -1.231 0.3665
H 0.981 0.020 -1.814 0.3506
H 1.922 -0.266 -0.370 0.4031
H -1.796 0.852 -0.371 0.3334
H -1.408 2.292 -0.442 0.3320
H -0.864 -1.406 -0.022 0.4669
H 0.232 -1.821 1.823 0.3379
H -0.999 0.805 1.505 0.3640
H 0.414 1.299 0.786 0.4469
```

The calculation puts the HOMO-LUMO gap at 7.35 eV. For the relative energy (zero: lowest compared OMol25 entry of this formula, charge and spin), the calculation gives 752.9 kJ/mol. For the LUMO energy, the calculation gives -8.8 eV. As for the highest occupied orbital energy: -16.200 eV. As for the net charge: +1.

---

Computed, not measured: a structure of composition C3H9N2 at a distorted geometry, with ωB97M-V/def2-TZVPD.

```
14
Properties=species:S:1:pos:R:3:mulliken_charge:R:1
C 0.183 -1.135 -0.033 -0.5564
C 0.889 0.078 0.365 0.1431
C -0.374 0.199 -0.591 -0.3284
N 2.088 0.480 -0.091 -0.4982
N -1.667 0.487 0.065 -0.3561
H 0.611 -1.935 -0.617 0.3210
H -0.588 -1.539 0.667 0.2372
H 0.457 0.461 1.602 0.1344
H -0.511 0.499 -1.628 0.3848
H 2.549 0.079 -0.930 0.2306
H 2.483 1.379 0.119 0.2147
H -1.663 0.734 1.103 0.3712
H -2.374 -0.118 -0.320 0.3487
H -1.885 1.390 -0.340 0.3534
```

The calculation puts the HOMO-LUMO gap at 9.32 eV. For the relative energy (zero: lowest compared OMol25 entry of this formula, charge and spin), the calculation gives 315.2 kJ/mol. For the LUMO energy, the calculation gives -3.7 eV. As for the highest occupied orbital energy: -12.977 eV. As for the net charge: +1.

---

Computed, not measured: a cluster of 2 separate species, C3H9N2 in total at a distorted geometry, with ωB97M-V/def2-TZVPD.

```
14
Properties=species:S:1:pos:R:3:mulliken_charge:R:1
C 0.570 -2.250 0.605 -0.4496
C 1.423 -1.160 0.504 0.6351
C 1.189 -0.371 1.968 -0.5576
N 2.390 0.386 2.217 -0.3002
N 2.212 -0.524 -0.247 -0.4516
H 0.503 -2.911 -0.273 0.2805
H -0.229 -2.440 1.312 0.3069
H 0.900 -1.096 2.751 0.3672
H -30.333 14.716 -20.431 -0.0004
H 2.956 0.575 3.036 0.2577
H 0.244 0.230 1.844 0.3298
H 2.579 -0.805 -1.150 0.2806
H 2.838 0.312 1.268 0.3012
H -30.823 15.283 -20.485 0.0004
```

The calculation puts the HOMO-LUMO gap at 5.35 eV. For the relative energy (zero: lowest compared OMol25 entry of this formula, charge and spin), the calculation gives 684.2 kJ/mol. For the LUMO energy, the calculation gives -8.7 eV. As for the highest occupied orbital energy: -14.019 eV. As for the net charge: +1.

---

Computed, not measured: the ion C3H9N2O with charge -1 at a distorted geometry, with ωB97M-V/def2-TZVPD.

```
15
Properties=species:S:1:pos:R:3:mulliken_charge:R:1
N 2.011 0.058 1.657 -0.6955
C 0.535 0.054 1.413 -0.4109
C 0.104 -0.779 0.227 -0.6633
N 0.240 0.007 -0.988 -0.5209
C -1.077 0.762 -1.304 -0.4513
O -2.182 0.067 -1.150 -0.8564
H 2.234 -0.755 2.221 0.2135
H 2.468 -0.056 0.759 0.2602
H 0.277 1.088 1.204 0.2067
H 0.090 -0.175 2.379 0.3541
H -0.924 -1.140 0.335 0.3519
H 0.677 -1.704 0.119 0.4702
H 0.317 -0.635 -1.776 0.2588
H -1.004 1.686 -0.666 0.1818
H -0.861 1.103 -2.337 0.3010
```

The calculation puts the HOMO-LUMO gap at 6.84 eV. For the relative energy (zero: lowest compared OMol25 entry of this formula, charge and spin), the calculation gives 85.0 kJ/mol. As for the structure (SMILES): NCCNC[O-]. For the LUMO energy, the calculation gives 4.3 eV. As for the highest occupied orbital energy: -2.517 eV. As for the net charge: -1.

---

- The lowest relative energy (zero: lowest compared OMol25 entry of this formula, charge and spin) belongs to which entry?
  number 2